(1)
{"formula": "C3H2ClN", "method": "ωB97M-V with the def2-TZVPD basis set", "elements": ["C", "C", "Cl", "C", "N", "H", "H"], "positions_angstrom": [[-0.1915, -0.8256, 0.7205], [0.4409, 0.1012, -0.0631], [2.2117, 0.2263, -0.1133], [-0.3230, 0.9683, -0.9553], [-0.8612, 1.6995, -1.6597], [-0.0189, -1.4326, 1.5298], [-1.2580, -0.7371, 0.5411]], "forces_ev_per_angstrom": [[-1.4, 3.8, -3.2], [0.1, -1.9, 1.3], [-1.1, 0.2, 0.0], [0.9, -0.4, 0.4], [-0.1, -0.1, 0.1], [1.7, -1.3, 1.4], [-0.2, -0.2, 0.1]], "lowdin_charge": [0.041, -0.689, 0.624, -0.258, 0.166, 0.044, 0.073], "smiles": "C=C(Cl)C#N", "e_above_lowest_kj_mol": 58.7, "charge": 0}

***

(2)
{"formula": "C17H36BrN5O", "method": "ωB97M-V with the def2-TZVPD basis set", "elements": ["C", "C", "N", "C", "C", "N", "C", "C", "H", "H", "H", "H", "H", "H", "H", "H", "H", "H", "H", "C", "C", "N", "C", "C", "N", "C", "C", "H", "H", "H", "H", "H", "H", "H", "H", "H", "H", "H", "C", "N", "C", "C", "C", "C", "O", "H", "H", "H", "H", "H", "H", "H", "H", "H", "H", "H", "H", "H", "H", "Br"], "positions_angstrom": [[-1.5768, 5.9817, 2.7838], [-0.4810, 5.9253, 1.7445], [-0.4701, 4.6321, 1.0601], [-1.3967, 4.2608, 0.0685], [-1.0807, 2.9641, -0.4067], [-0.0714, 2.5040, 0.4487], [0.3391, 3.5503, 1.2267], [0.5032, 1.1444, 0.4582], [-1.5530, 5.1257, 3.4582], [-2.5345, 6.0165, 2.2645], [-1.4584, 6.9416, 3.2863], [0.4051, 6.0386, 2.3691], [-0.5998, 6.7657, 1.0606], [-2.2101, 4.9277, -0.1765], [-1.4675, 2.3042, -1.1691], [1.2100, 3.5113, 1.8641], [-0.1949, 0.3664, 0.1492], [0.8653, 0.7470, 1.4064], [1.4468, 1.2442, -0.0783], [-2.8829, -1.3728, 1.5024], [-2.4516, -0.0508, 2.2054], [-1.1478, -0.2172, 2.8915], [0.0795, -0.4199, 2.2920], [1.0724, -0.4618, 3.2604], [0.5371, -0.1873, 4.5055], [-0.8380, -0.0057, 4.2537], [1.2831, 0.1228, 5.6696], [-3.9288, -1.6679, 1.4180], [-2.5326, -2.1657, 2.1632], [-2.4103, -1.4806, 0.5261], [-3.2133, 0.2360, 2.9305], [-2.3236, 0.7653, 1.4943], [0.0318, -0.5842, 1.2256], [2.1316, -0.6560, 3.1783], [-1.4741, 0.2619, 5.0844], [1.6763, -0.7952, 6.1063], [0.6720, 0.7044, 6.3597], [2.1049, 0.7634, 5.3494], [0.8333, -2.2987, -5.4038], [1.4973, -3.3466, -4.4587], [1.9202, -4.5139, -5.2898], [2.8134, -2.7814, -3.8209], [0.4626, -3.9184, -3.4195], [-0.3867, -2.9476, -2.5586], [0.4520, -2.1806, -1.7348], [1.5475, -2.0599, -6.1918], [0.6582, -1.4643, -4.7247], [-0.0608, -2.7915, -5.7859], [2.2816, -5.3670, -4.7157], [2.8163, -4.2552, -5.8539], [1.1268, -4.8415, -5.9617], [2.4537, -1.8250, -3.4415], [3.6528, -2.6773, -4.5083], [3.2203, -3.3769, -3.0036], [1.0530, -4.6448, -2.8612], [-0.2479, -4.3935, -4.0960], [-1.1947, -3.3978, -1.9819], [-0.9107, -2.1420, -3.0731], [-0.0557, -1.8592, -0.9861], [0.0072, -0.6567, -0.3630]], "forces_ev_per_angstrom": [[-0.8, 0.3, -0.7], [0.1, -0.1, 1.3], [-0.3, -2.1, -1.7], [0.9, -1.3, -0.5], [0.2, 1.6, 2.6], [1.1, 3.0, 1.3], [-1.2, -0.1, -0.4], [5.6, 12.1, 3.0], [0.1, 0.2, 0.1], [-0.2, -0.1, 0.3], [-0.1, -0.2, 0.4], [0.6, -0.1, -0.8], [0.3, -0.4, -0.3], [0.2, -0.1, -0.3], [-0.3, 0.3, 0.1], [-0.2, 0.0, 0.0], [-5.0, 14.5, 6.7], [0.0, 2.3, -0.2], [-0.5, -0.2, -0.9], [0.8, -0.4, 0.7], [-0.7, -0.7, -0.4], [2.4, 0.9, 4.2], [-0.6, -1.5, 4.5], [-0.6, -0.2, -0.3], [-4.8, 0.2, -4.1], [1.6, -0.6, -0.4], [0.6, 0.4, 0.9], [-0.3, 1.1, 0.0], [0.4, -0.2, -0.2], [0.0, 0.0, 0.2], [0.3, 0.1, 0.2], [-0.1, 0.0, 0.0], [0.2, -1.6, 2.4], [-0.1, 0.1, -0.2], [-0.4, -0.1, -0.4], [-0.1, 0.2, 0.2], [0.1, -0.3, 0.1], [0.1, -0.1, 0.2], [1.0, -1.1, 1.7], [1.0, -0.3, 0.0], [0.6, -0.5, -0.5], [-1.5, 0.7, 0.3], [-0.8, 0.8, -0.8], [1.5, 1.4, -0.3], [4.3, -6.7, -7.2], [-0.1, 0.0, 0.1], [-0.4, 0.2, -0.5], [0.0, 0.4, 0.0], [-0.5, 0.1, 0.5], [-0.3, 0.4, -0.3], [0.0, 0.1, 0.1], [0.6, 0.0, 0.2], [-0.6, 0.1, -0.6], [-0.8, -0.3, 0.0], [-0.3, 0.1, 0.2], [0.1, -0.5, 0.1], [0.3, -1.0, 0.0], [-0.4, -0.6, -1.4], [-2.1, -5.9, -0.4], [-0.8, -14.3, -9.0]], "lowdin_charge": [-0.074, -0.180, -0.051, 0.013, 0.029, -0.061, 0.003, -0.369, 0.084, 0.078, 0.092, 0.128, 0.137, 0.131, 0.130, 0.159, -0.447, 0.047, 0.105, -0.055, -0.127, -0.005, -0.157, -0.006, -0.106, 0.067, -0.006, 0.085, 0.084, 0.030, 0.128, 0.112, -0.134, 0.145, 0.150, 0.115, 0.109, 0.109, 0.054, -0.320, -0.036, 0.034, -0.047, -0.234, -0.353, 0.112, 0.099, 0.110, 0.113, 0.106, 0.112, 0.090, 0.103, 0.109, 0.137, 0.125, 0.129, 0.113, -0.369, 1.320], "e_above_lowest_kj_mol": 1572.4, "charge": 2}

***

Question: Number 2 is which compound?
Answer: C17H36BrN5O

***

What did the first record say?
{"formula": "C3H2ClN", "method": "ωB97M-V with the def2-TZVPD basis set", "elements": ["C", "C", "Cl", "C", "N", "H", "H"], "positions_angstrom": [[-0.1915, -0.8256, 0.7205], [0.4409, 0.1012, -0.0631], [2.2117, 0.2263, -0.1133], [-0.3230, 0.9683, -0.9553], [-0.8612, 1.6995, -1.6597], [-0.0189, -1.4326, 1.5298], [-1.2580, -0.7371, 0.5411]], "forces_ev_per_angstrom": [[-1.4, 3.8, -3.2], [0.1, -1.9, 1.3], [-1.1, 0.2, 0.0], [0.9, -0.4, 0.4], [-0.1, -0.1, 0.1], [1.7, -1.3, 1.4], [-0.2, -0.2, 0.1]], "lowdin_charge": [0.041, -0.689, 0.624, -0.258, 0.166, 0.044, 0.073], "smiles": "C=C(Cl)C#N", "e_above_lowest_kj_mol": 58.7, "charge": 0}